{
  "formula": "C5H5O3",
  "method": "wB97M-V/def2-TZVPD",
  "charge": -1,
  "relative_energy_kcal_mol": 76.6,
  "total_energy_ev": -11406.1340,
  "species": ["C", "C", "C", "C", "C", "O", "O", "O", "H", "H", "H", "H", "H"],
  "positions_angstrom": [[1.41606, -0.11231, -1.03058], [0.68587, 0.94711, -0.80923], [1.13364, -1.48073, -0.34264], [-2.08528, 1.49751, 0.38892], [0.92526, -1.39024, 0.96919], [-0.05314, 1.77453, -0.32579], [1.13507, -2.37493, -1.18982], [-2.33945, 2.43697, 1.07060], [1.85360, -0.39032, -1.99637], [-2.37693, 1.33892, -0.59252], [-1.89947, 0.44503, 0.80472], [1.13281, -0.47182, 1.55958], [0.47197, -2.21972, 1.49394]],
  "forces_ev_per_angstrom": [[0.22, 0.73, -1.79], [-1.19, 0.17, 1.91], [0.31, 1.36, -0.69], [-1.02, -3.31, 2.13], [-0.52, 0.34, 2.69], [2.26, -1.03, -1.61], [-0.37, -1.51, -0.51], [0.02, 1.47, 0.65], [0.05, 0.92, 0.32], [-0.39, 0.68, -2.76], [0.67, 1.13, 0.20], [-0.31, -0.68, -0.74], [0.27, -0.25, 0.19]]
}